No. 1
This record from the Open Molecules 2025 dataset describes an isolated molecule of C10H17N2P at a distorted geometry. The level of theory is the ωB97M-V functional and the def2-TZVPD basis.

Lowest unoccupied orbital energy ... -0.36 eV
ΔE to the lowest compared entry with this formula, charge and spin ... 85.9 kcal per mole
HOMO energy ... -8.76 eV
Structure (SMILES) ... [H]/P=N/[C@@H](C1=CCCCC1)/C(C)=N\C
Frontier orbital gap ... 0.3086 Ha

Element x y z (Å)
H (0.122, 1.896, 4.539)
P (0.838, 1.132, 3.595)
N (-0.104, 0.897, 2.387)
C (0.644, 0.358, 1.110)
C (-0.347, -0.594, 0.277)
C (-1.580, -0.699, 0.658)
C (-2.491, -1.583, -0.156)
C (-1.717, -2.391, -1.210)
C (-0.844, -1.421, -2.032)
C (0.234, -1.116, -0.994)
C (0.838, 1.721, 0.414)
C (-0.303, 2.676, 0.179)
N (2.046, 2.116, 0.195)
C (3.139, 1.349, 0.673)
H (1.540, -0.076, 1.443)
H (-2.032, -0.357, 1.597)
H (-3.157, -2.167, 0.592)
H (-3.192, -0.927, -0.754)
H (-1.092, -3.153, -0.752)
H (-2.420, -3.064, -1.799)
H (-1.458, -0.583, -2.377)
H (-0.527, -2.000, -2.861)
H (0.897, -0.242, -1.410)
H (0.946, -1.982, -0.935)
H (-1.134, 2.261, 0.883)
H (0.071, 3.648, 0.064)
H (-0.807, 2.326, -0.737)
H (2.962, 1.323, 1.750)
H (4.122, 1.759, 0.507)
H (3.098, 0.273, 0.262)


No. 2
This record from the Open Molecules 2025 dataset describes C20H48F6O10Y as an isolated structure at a distorted geometry. The level of theory is the ωB97M-V functional and the def2-TZVPD basis.

Lowest unoccupied orbital energy ... -7.48 eV
Net charge ... +1
ΔE to the lowest compared entry with this formula, charge and spin ... 367.8 kcal per mole
HOMO energy ... -10.64 eV
Frontier orbital gap ... 0.1163 Ha

Element x y z (Å)
Y (-16.207, -4.029, -5.878)
C (-19.227, 0.515, -6.214)
O (-19.935, 0.154, -5.007)
O (-18.139, -0.373, -6.285)
C (-20.236, 0.483, -7.518)
F (-19.693, 0.249, -8.720)
F (-21.111, -0.472, -7.334)
F (-20.882, 1.653, -7.559)
C (-21.195, 0.786, -4.711)
C (-21.395, 0.586, -3.201)
H (-20.584, 0.984, -2.591)
H (-22.139, 1.251, -2.764)
H (-21.550, -0.482, -3.047)
H (-22.024, 0.418, -5.316)
H (-21.109, 1.849, -4.939)
H (-18.673, 1.454, -6.187)
C (-21.199, -5.772, -6.281)
O (-21.437, -5.378, -4.973)
O (-19.831, -5.558, -6.422)
C (-21.858, -7.096, -6.798)
F (-21.121, -8.084, -6.274)
F (-23.088, -7.324, -6.310)
F (-21.938, -7.048, -8.141)
C (-22.718, -4.807, -4.600)
C (-23.003, -5.223, -3.177)
H (-23.790, -4.638, -2.702)
H (-23.472, -6.206, -3.141)
H (-22.155, -5.134, -2.498)
H (-23.575, -5.027, -5.237)
H (-22.611, -3.731, -4.735)
H (-21.685, -4.962, -6.824)
C (-13.993, 2.102, -8.343)
C (-13.186, 2.888, -7.269)
O (-13.977, 2.923, -6.090)
H (-15.002, 2.482, -8.504)
H (-14.278, 1.078, -8.100)
H (-13.339, 2.118, -9.216)
H (-12.887, 3.890, -7.577)
H (-12.232, 2.443, -6.985)
H (-14.035, 1.972, -5.976)
C (-16.687, -0.699, -1.584)
C (-17.287, -2.171, -1.478)
O (-17.672, -2.477, -2.821)
H (-16.415, -0.403, -0.571)
H (-17.375, -0.021, -2.089)
H (-15.803, -0.587, -2.211)
H (-18.171, -2.150, -0.840)
H (-16.643, -2.957, -1.085)
H (-18.420, -1.914, -3.035)
C (-26.488, 4.239, -1.827)
C (-25.733, 5.065, -0.817)
O (-25.269, 4.273, 0.208)
H (-26.581, 4.850, -2.725)
H (-27.483, 3.839, -1.632)
H (-25.779, 3.462, -2.114)
H (-26.324, 5.902, -0.447)
H (-24.835, 5.483, -1.273)
H (-26.063, 4.092, 0.716)
C (-16.621, -4.985, -11.021)
C (-16.319, -3.682, -10.406)
O (-15.305, -3.745, -9.394)
H (-16.712, -5.703, -10.206)
H (-15.846, -5.327, -11.707)
H (-17.648, -5.071, -11.378)
H (-17.182, -3.342, -9.833)
H (-16.225, -2.881, -11.140)
H (-14.506, -3.806, -9.923)
C (-25.880, 2.149, -8.072)
C (-26.176, 2.113, -9.582)
O (-26.794, 0.824, -9.875)
H (-25.259, 3.025, -7.885)
H (-25.381, 1.285, -7.633)
H (-26.840, 2.175, -7.557)
H (-25.251, 1.991, -10.145)
H (-26.782, 2.923, -9.988)
H (-27.249, 0.835, -10.721)
C (-18.136, 6.688, -7.493)
C (-17.510, 7.517, -8.624)
O (-16.854, 8.730, -8.153)
H (-19.144, 7.074, -7.345)
H (-17.693, 6.627, -6.499)
H (-18.471, 5.668, -7.679)
H (-18.248, 7.652, -9.415)
H (-16.752, 6.881, -9.080)
H (-16.338, 8.454, -7.393)


No. 3
This record from the Open Molecules 2025 dataset describes an isolated molecule of CFNO3 at a distorted geometry. The level of theory is the ωB97M-V functional and the def2-TZVPD basis.

Lowest unoccupied orbital energy (spin up / spin down) ... -2.07 / -2.07 eV
ΔE to the lowest compared entry with this formula, charge and spin ... 81.6 kcal per mole
HOMO energy (spin up / spin down) ... -11.91 / -11.91 eV
Structure (SMILES) ... O=C(F)[N+](=O)[O-]
Frontier orbital gap (spin up / spin down) ... 0.3617 / 0.3617 Ha

Element x y z (Å)
O (-1.534, -1.026, -0.565)
C (-0.748, -0.005, 0.078)
F (-1.152, 0.888, 0.859)
N (0.831, 0.023, -0.075)
O (1.267, -0.842, -0.803)
O (1.335, 0.962, 0.505)


No. 4
This record from the Open Molecules 2025 dataset describes a 2-piece molecular cluster, C6H15FN overall at a distorted geometry. The level of theory is the ωB97M-V functional and the def2-TZVPD basis.

Lowest unoccupied orbital energy ... -3.74 eV
Net charge ... +1
ΔE to the lowest compared entry with this formula, charge and spin ... 84.9 kcal per mole
HOMO energy ... -12.71 eV
Frontier orbital gap ... 0.3297 Ha

Element x y z (Å)
C (1.601, 3.120, -0.378)
C (-1.904, -1.383, 0.087)
C (0.185, -1.354, -1.134)
C (-0.069, -1.459, 1.481)
C (-0.487, 0.532, 0.219)
C (1.668, 1.720, 0.160)
N (-0.529, -0.946, 0.139)
F (1.958, 1.593, 1.421)
H (0.701, 3.305, -0.865)
H (2.395, 3.368, -1.190)
H (1.640, 3.827, 0.517)
H (-2.329, -1.074, 0.941)
H (-2.339, -0.959, -0.812)
H (-2.130, -2.548, -0.075)
H (0.929, -0.549, -1.205)
H (0.724, -2.220, -0.884)
H (-0.441, -1.556, -1.995)
H (0.976, -1.630, 1.368)
H (-0.388, -0.720, 2.162)
H (-0.440, -2.433, 1.804)
H (-0.885, 0.965, 1.118)
H (-0.972, 0.929, -0.666)
H (2.042, 0.938, -0.472)


No. 5
This record from the Open Molecules 2025 dataset describes C2H5N3S3 as an isolated structure at a distorted geometry. The level of theory is the ωB97M-V functional and the def2-TZVPD basis.

Lowest unoccupied orbital energy ... -0.48 eV
ΔE to the lowest compared entry with this formula, charge and spin ... 97.6 kcal per mole
HOMO energy ... -8.34 eV
Frontier orbital gap ... 0.2888 Ha

Element x y z (Å)
C (-0.089, 0.881, -0.045)
C (0.378, -0.393, -0.580)
H (0.052, 0.190, 2.040)
H (-0.967, 1.552, 1.942)
H (-0.649, -1.888, -1.735)
H (-2.250, -1.401, 0.957)
H (2.804, 1.217, -0.215)
N (-0.049, 0.905, 1.287)
N (-0.811, -1.135, -0.847)
N (1.587, -0.904, -0.883)
S (-0.750, 2.022, -1.147)
S (-2.287, -0.876, -0.371)
S (3.031, -0.168, -0.402)


No. 6
This record from the Open Molecules 2025 dataset describes a 3-piece molecular cluster, C4H11N2O2 overall at a distorted geometry. The level of theory is the ωB97M-V functional and the def2-TZVPD basis.

Multiplicity ... 2
Lowest unoccupied orbital energy (spin up / spin down) ... -9.61 / -13.51 eV
Net charge ... +2
ΔE to the lowest compared entry with this formula, charge and spin ... 29.9 kcal per mole
<S²> ... 0.762
HOMO energy (spin up / spin down) ... -18.85 / -18.85 eV
Frontier orbital gap (spin up / spin down) ... 0.3396 / 0.1960 Ha

Element x y z (Å)
C (-0.247, 1.392, -2.386)
C (-0.029, 0.978, -0.987)
C (0.391, 1.623, 0.118)
N (0.047, 0.875, 1.212)
C (-0.544, -0.326, 0.778)
N (-0.478, -0.284, -0.597)
H (-1.291, 1.273, -2.793)
H (0.490, 1.013, -3.139)
H (-0.313, 2.519, -2.366)
H (0.945, 2.472, 0.019)
H (0.307, 1.061, 2.179)
H (-0.677, -1.234, 1.400)
H (-0.795, -1.040, -1.162)
H (1.318, 0.406, 4.749)
H (1.264, -0.492, 3.500)
O (0.917, 0.236, 3.940)
H (-0.162, -3.281, -2.240)
H (-0.744, -3.995, -0.992)
O (-0.398, -3.197, -1.229)


No. 7
This record from the Open Molecules 2025 dataset describes a 6-piece molecular cluster, C30H55NO6S2 overall. The level of theory is the ωB97M-V functional and the def2-TZVPD basis.

Lowest unoccupied orbital energy ... 0.45 eV
HOMO energy ... -7.45 eV
Structure (SMILES) ... Oc1ccc2c(c1)Sc1ccccc1N2CCCS.CC(C)O.CC(C)O.CC(C)O.CC(C)O.CC(C)O
Frontier orbital gap ... 0.2906 Ha

Element x y z (Å)
O (-2.380, -8.282, 3.495)
C (-1.771, -7.132, 3.063)
C (-0.435, -6.854, 3.334)
C (0.137, -5.677, 2.874)
C (-0.595, -4.761, 2.125)
C (-1.941, -5.060, 1.892)
C (-2.538, -6.221, 2.356)
S (-2.863, -3.901, 0.931)
C (-2.203, -2.417, 1.662)
C (-3.007, -1.339, 1.956)
C (-2.438, -0.198, 2.516)
C (-1.076, -0.153, 2.784)
C (-0.278, -1.257, 2.488)
C (-0.825, -2.413, 1.922)
N (-0.068, -3.562, 1.571)
C (1.381, -3.418, 1.602)
C (1.865, -2.519, 0.458)
C (1.128, -2.775, -0.852)
S (1.119, -4.536, -1.334)
H (-1.701, -8.865, 3.842)
H (0.141, -7.562, 3.912)
H (1.171, -5.489, 3.108)
H (-3.578, -6.395, 2.138)
H (-4.059, -1.386, 1.733)
H (-3.089, 0.633, 2.738)
H (-0.647, 0.731, 3.226)
H (0.773, -1.188, 2.710)
H (1.739, -3.023, 2.554)
H (1.859, -4.377, 1.462)
H (2.925, -2.668, 0.283)
H (1.733, -1.468, 0.698)
H (1.608, -2.228, -1.657)
H (0.103, -2.430, -0.793)
H (-0.191, -4.683, -1.558)
C (5.587, 0.409, -1.207)
C (4.626, 0.545, -0.037)
C (5.053, 1.645, 0.918)
O (4.514, -0.700, 0.659)
H (6.588, 0.147, -0.852)
H (5.262, -0.385, -1.882)
H (5.652, 1.341, -1.770)
H (3.625, 0.764, -0.412)
H (6.038, 1.423, 1.343)
H (4.348, 1.726, 1.743)
H (5.102, 2.609, 0.411)
H (5.385, -0.924, 1.003)
C (-3.780, 0.948, -2.900)
C (-3.079, 0.075, -1.870)
C (-1.988, -0.775, -2.502)
O (-4.020, -0.762, -1.199)
H (-4.265, 0.329, -3.661)
H (-4.555, 1.554, -2.429)
H (-3.075, 1.614, -3.400)
H (-2.644, 0.706, -1.094)
H (-2.414, -1.448, -3.251)
H (-1.501, -1.391, -1.746)
H (-1.232, -0.155, -2.988)
H (-4.420, -1.341, -1.857)
C (5.055, 5.827, -3.263)
C (4.787, 4.331, -3.303)
C (4.118, 3.916, -4.605)
O (3.988, 3.938, -2.187)
H (4.116, 6.384, -3.329)
H (5.536, 6.104, -2.324)
H (5.697, 6.138, -4.088)
H (5.728, 3.790, -3.191)
H (3.151, 4.416, -4.711)
H (3.935, 2.841, -4.616)
H (4.734, 4.175, -5.467)
H (3.145, 4.397, -2.250)
C (2.396, 3.281, 4.796)
C (3.262, 3.819, 3.667)
C (3.491, 5.317, 3.798)
O (2.674, 3.515, 2.402)
H (1.411, 3.755, 4.779)
H (2.247, 2.206, 4.685)
H (2.851, 3.470, 5.770)
H (4.224, 3.304, 3.671)
H (2.539, 5.853, 3.751)
H (4.115, 5.681, 2.981)
H (3.976, 5.563, 4.743)
H (1.819, 3.955, 2.361)
C (-8.415, -0.054, -3.812)
C (-7.721, 1.131, -3.157)
C (-7.353, 0.835, -1.711)
O (-8.544, 2.295, -3.237)
H (-9.347, -0.286, -3.289)
H (-8.668, 0.175, -4.848)
H (-7.784, -0.943, -3.796)
H (-6.818, 1.375, -3.717)
H (-8.252, 0.636, -1.121)
H (-6.853, 1.692, -1.259)
H (-6.691, -0.028, -1.635)
H (-9.354, 2.114, -2.749)